One molecule with the formula C29H32O7S, computed with ωB97M-V/def2-TZVPD.

Each line ends with the natural charge from an NBO analysis.
Element x y z (Å)
C1 -0.16491 -3.36445 -2.09617  -0.636
C2 0.29207 -3.06221 -0.70117  0.027
C3 1.64035 -3.13277 -0.38130  -0.300
C4 2.06726 -2.89448 0.91826  0.308
C5 1.13297 -2.57126 1.89800  -0.281
C6 -0.21324 -2.47662 1.59325  0.021
C7 -0.63663 -2.73693 0.28656  -0.026
C8 -2.08774 -2.68268 -0.00643  -0.050
C9 -2.66843 -1.52045 -0.50371  -0.177
C10 -4.04450 -1.42384 -0.64028  -0.056
C11 -4.83730 -2.52355 -0.32705  -0.216
C12 -4.26181 -3.69726 0.12081  -0.200
C13 -2.89135 -3.77469 0.29480  -0.215
H1 -2.43824 -4.67960 0.67236  0.216
H2 -4.88587 -4.54815 0.35259  0.213
H3 -5.91032 -2.45279 -0.43320  0.208
C14 -4.74513 -0.15078 -1.05845  -0.085
O1 -3.95950 0.83795 -1.68204  -0.506
C15 -3.20313 1.68509 -0.93025  0.396
C16 -2.87957 1.47504 0.40928  -0.416
C17 -2.02877 2.38503 1.00836  0.397
C18 -1.55834 3.51157 0.34231  -0.150
C19 -1.91772 3.73431 -0.96986  -0.142
C20 -2.72869 2.81131 -1.60484  -0.303
H4 -3.00546 2.93724 -2.63810  0.221
H5 -1.56243 4.60176 -1.50206  0.212
C21 -0.67002 4.28368 1.27838  -0.244
C22 0.71360 4.62030 0.69394  -0.498
C23 1.41504 3.39314 0.15273  0.813
O2 2.35448 2.86392 0.71058  -0.669
O3 0.91449 2.97904 -0.98462  -0.690
H6 1.32737 2.11982 -1.29528  0.529
H7 0.57680 5.32285 -0.12918  0.232
H8 1.33758 5.07482 1.46510  0.230
H9 -1.14376 5.23066 1.56153  0.218
C24 -0.61287 3.32532 2.49131  -0.068
H10 0.38017 2.87177 2.58919  0.189
H11 -0.86731 3.81969 3.43241  0.192
O4 -1.56015 2.27936 2.28046  -0.497
H12 -3.23250 0.62249 0.96488  0.234
H13 -5.51037 -0.39779 -1.80300  0.206
H14 -5.25625 0.27359 -0.17986  0.188
H15 -2.03075 -0.68924 -0.76514  0.221
C25 -1.19181 -2.04902 2.64559  -0.639
H16 -2.07055 -2.69056 2.65071  0.224
H17 -1.52599 -1.02990 2.44640  0.227
H18 -0.73121 -2.07045 3.62955  0.215
H19 1.48322 -2.38866 2.90162  0.218
O5 3.37628 -3.00541 1.33012  -0.518
C26 4.38480 -2.40497 0.54393  -0.070
C27 4.57527 -0.92754 0.92196  -0.436
C28 3.38861 -0.07016 0.52596  -0.671
H20 2.44074 -0.56875 0.71407  0.272
H21 3.38032 0.89940 1.01644  0.279
S1 3.41764 0.30894 -1.24412  2.175
O6 2.08938 0.73252 -1.64889  -0.985
O7 3.97688 -0.77958 -1.99833  -0.950
C29 4.51895 1.73966 -1.39690  -0.871
H22 4.48134 2.08229 -2.42262  0.255
H23 5.52079 1.42632 -1.13949  0.238
H24 4.15427 2.50126 -0.71840  0.264
H25 5.47780 -0.55913 0.43208  0.212
H26 4.71943 -0.86667 2.00318  0.227
H27 4.17998 -2.48214 -0.52578  0.205
H28 5.29979 -2.95815 0.77419  0.193
H29 2.35176 -3.38102 -1.15430  0.221
H30 0.66659 -3.29962 -2.79359  0.219
H31 -0.57936 -4.37230 -2.14291  0.221
H32 -0.94292 -2.67239 -2.40741  0.227

Output
* Kohn-Sham gap: 8.5 eV
* total charge: 0

C3H9F2N3O4S2 as an isolated structure, computed with ωB97M-V/def2-TZVPD.

Each line ends with the natural charge from an NBO analysis.
Element x y z (Å)
C1 -0.72796 -0.70367 -0.69842  -0.733
C2 -1.57904 0.42166 -1.22049  0.258
N1 -1.12955 1.29838 -2.00190  -0.521
C3 -3.01635 0.41271 -0.71735  -0.283
N2 -3.61336 -0.96099 -1.01612  -0.680
H1 -1.26581 -1.35460 0.00028  0.184
H2 -0.34354 -1.29927 -1.53292  0.260
H3 0.14947 -0.30638 -0.17967  0.346
H4 -1.82424 1.99614 -2.27005  0.333
H5 -3.63679 1.16001 -1.20969  0.228
H6 -3.06999 0.53979 0.36522  0.246
H7 -4.14626 -1.33642 -0.23063  0.444
H8 -2.84915 -1.61755 -1.21543  0.459
H9 -4.22716 -0.92907 -1.83200  0.442
N3 3.67344 0.82087 0.90380  -1.233
S1 3.92836 1.13632 2.45001  2.520
O1 4.86348 0.25696 3.06573  -0.926
O2 2.75030 1.51124 3.16162  -0.937
F1 4.70783 2.48410 2.21480  -0.494
S2 2.92425 -0.49191 0.52919  2.531
O3 2.95794 -0.70983 -0.88220  -0.953
O4 1.65414 -0.68454 1.16995  -0.990
F2 3.82002 -1.64392 1.14626  -0.499

Output
* relative energy (zero: lowest compared OMol25 entry of this formula, charge and spin): 5.0 kJ/mol
* Kohn-Sham gap: 6.5 eV
* total charge: 0

C52H53CsF2N6OP3SSi as an isolated structure, computed with ωB97M-V/def2-TZVPD.

Each line ends with the Löwdin charge.
Element x y z (Å)
Cs1 0.47348 -0.76809 -0.53308  0.791
C1 -4.08025 -2.11875 -6.16873  -0.051
N1 -3.45288 -2.34659 -4.87985  -0.146
C2 -3.60433 -3.46861 -4.11073  -0.070
C3 -2.84064 -3.27024 -2.99252  -0.102
N2 -2.22536 -2.05066 -3.05756  0.098
C4 -2.60696 -1.51608 -4.19334  -0.482
P1 -1.99879 0.04672 -4.87992  1.148
C5 -0.20105 -0.30013 -4.81686  -0.495
N3 0.44230 -0.89578 -3.84266  0.047
C6 1.74645 -0.99925 -4.23827  -0.136
C7 1.89265 -0.44355 -5.48145  -0.082
N4 0.64707 0.00044 -5.84759  -0.139
C8 0.33611 0.70058 -7.08193  -0.046
C9 -2.24674 1.16191 -3.46357  -0.482
N5 -1.84074 0.93597 -2.23577  0.057
C10 -2.22622 2.01723 -1.49304  -0.134
C11 -2.87776 2.91782 -2.29109  -0.077
N6 -2.88661 2.37349 -3.55176  -0.138
C12 -3.51838 2.98036 -4.70867  -0.046
H1 -4.76947 -2.93829 -6.35749  0.083
H2 -3.34136 -2.09116 -6.96859  0.081
H3 -4.63892 -1.18487 -6.17124  0.078
H4 -4.23065 -4.28662 -4.42617  0.109
H5 -2.69406 -3.93357 -2.15623  0.077
H6 2.48441 -1.46548 -3.59788  0.109
H7 2.74565 -0.32783 -6.12966  0.115
H8 1.17235 0.58081 -7.76669  0.085
H9 0.17829 1.76447 -6.90293  0.084
H10 -0.55752 0.28556 -7.54169  0.070
H11 -1.99614 2.06714 -0.43473  0.067
H12 -3.33234 3.87338 -2.08482  0.117
H13 -4.60436 2.94354 -4.61951  0.089
H14 -3.22305 2.44303 -5.60568  0.050
H15 -3.20339 4.01918 -4.79882  0.087
C13 -2.07632 2.52038 2.58915  -0.287
Si1 -1.23055 0.80328 2.21605  0.535
C14 0.25603 1.03505 3.47686  -0.313
C15 0.20556 0.60092 4.81347  -0.112
C16 1.27458 0.74663 5.68417  -0.108
C17 2.46233 1.32423 5.24596  -0.104
C18 2.54862 1.77291 3.93923  -0.110
C19 1.46320 1.65439 3.06875  -0.376
P2 1.47848 2.26329 1.33603  1.061
C20 3.19135 1.88075 0.78017  -0.372
C21 3.70375 0.60573 1.00923  -0.097
C22 4.89383 0.19308 0.42351  -0.066
C23 5.61011 1.06459 -0.38394  -0.096
C24 5.12216 2.34771 -0.60467  -0.109
C25 3.91779 2.74575 -0.03952  -0.125
C26 1.60174 4.10393 1.52132  -0.348
C27 2.64617 4.78925 2.14385  -0.092
C28 2.64861 6.17367 2.21719  -0.089
C29 1.60070 6.90613 1.66607  -0.105
C30 0.55468 6.24328 1.04413  -0.092
C31 0.56315 4.85258 0.97470  -0.125
C32 -2.35545 -0.37949 3.27670  -0.341
C33 -3.56154 0.02701 3.87308  -0.113
C34 -4.39728 -0.85724 4.54141  -0.108
C35 -4.04347 -2.19637 4.65764  -0.108
C36 -2.86002 -2.63015 4.08097  -0.114
C37 -2.03224 -1.75155 3.38301  -0.391
P3 -0.48503 -2.35433 2.54486  1.044
C38 0.25270 -3.39700 3.87987  -0.344
C39 -0.10986 -4.70879 4.17789  -0.099
C40 0.48969 -5.39185 5.22796  -0.094
C41 1.46607 -4.77274 5.99850  -0.107
C42 1.84896 -3.47219 5.70051  -0.088
C43 1.25367 -2.79758 4.64266  -0.091
C44 -1.13561 -3.67197 1.43959  -0.387
C45 -0.20844 -4.56740 0.89785  -0.100
C46 -0.62722 -5.58760 0.05753  -0.072
C47 -1.97731 -5.73515 -0.24474  -0.117
C48 -2.89723 -4.82324 0.25582  -0.121
C49 -2.47538 -3.77979 1.07406  -0.083
H16 -2.33197 2.64614 3.64952  0.010
H17 -2.98850 2.67991 1.99981  0.002
H18 -1.38443 3.33316 2.33896  -0.017
H19 -0.69804 0.11947 5.17368  0.097
H20 1.19158 0.38870 6.70509  0.097
H21 3.31135 1.41601 5.91308  0.091
H22 3.48225 2.19643 3.58446  0.093
H23 3.16428 -0.08996 1.64429  0.110
H24 5.24075 -0.81850 0.59089  0.108
H25 6.53898 0.74498 -0.84038  0.094
H26 5.67686 3.04014 -1.22884  0.096
H27 3.54601 3.74652 -0.23277  0.095
H28 3.47447 4.23384 2.56701  0.099
H29 3.46952 6.68412 2.70667  0.097
H30 1.60182 7.98786 1.72683  0.093
H31 -0.27089 6.80073 0.61771  0.096
H32 -0.25963 4.33021 0.49690  0.086
H33 -3.85081 1.07060 3.81456  0.075
H34 -5.32182 -0.50065 4.98366  0.090
H35 -4.68121 -2.89375 5.18813  0.089
H36 -2.58367 -3.67571 4.16752  0.093
H37 -0.85770 -5.21243 3.57595  0.101
H38 0.19543 -6.41302 5.44002  0.095
H39 1.93501 -5.30708 6.81623  0.092
H40 2.62448 -2.98279 6.27769  0.097
H41 1.57654 -1.79301 4.39778  0.087
H42 0.85161 -4.44593 1.10033  0.094
H43 0.11104 -6.25321 -0.37128  0.105
H44 -2.30492 -6.54266 -0.89010  0.094
H45 -3.94737 -4.91124 0.00039  0.098
H46 -3.19735 -3.06557 1.44895  0.102
C50 2.71398 2.30171 -3.46565  -0.236
S1 1.04853 2.07221 -2.84176  0.806
C51 0.76105 3.81638 -2.54728  -0.235
O1 1.20103 1.42196 -1.49700  -0.892
H47 3.27797 2.90217 -2.75174  0.040
H48 2.66363 2.78290 -4.44481  0.055
H49 3.16335 1.31620 -3.55668  0.047
H50 0.91781 4.36410 -3.47881  0.057
H51 1.45988 4.14806 -1.77598  0.049
H52 -0.26495 3.94007 -2.20471  0.032
F1 2.29825 -4.23716 -1.21270  -0.248
C52 3.01098 -3.07438 -0.67440  -0.314
F2 2.88286 -3.32488 0.76823  -0.259
H53 4.05016 -3.42873 -0.83584  -0.012

Output
* relative energy (zero: lowest compared OMol25 entry of this formula, charge and spin): 0.0 kJ/mol
* Kohn-Sham gap: 4.1 eV
* total charge: -1

C7H15NO2 as an isolated structure, computed with ωB97M-V/def2-TZVPD.

Each line ends with the natural charge from an NBO analysis.
Element x y z (Å)
C1 -0.38954 -0.12722 -0.46997  0.122
C2 -0.69012 0.49234 0.91618  -0.090
C3 0.16877 0.78974 -1.55519  -0.626
C4 -1.62987 -0.84903 -0.99123  -0.625
C5 0.63710 -2.53423 -0.41195  -0.413
C6 1.53163 1.81329 1.30368  -0.698
N1 0.66498 -1.12940 0.01535  -0.636
C7 0.04248 1.60759 1.49694  0.502
O1 -2.06386 0.59831 1.17141  -0.734
O2 -0.54801 2.35930 2.28562  -0.635
H1 -2.13061 1.37532 1.75892  0.498
H2 1.58726 -0.74082 -0.16458  0.384
H3 0.14332 -0.69176 1.20681  0.348
H4 0.33017 0.23894 -2.48577  0.208
H5 -0.55032 1.58608 -1.74755  0.230
H6 1.11062 1.25256 -1.26789  0.210
H7 -2.39344 -0.10563 -1.20607  0.245
H8 -1.39920 -1.40545 -1.90083  0.203
H9 -2.05017 -1.52553 -0.24957  0.228
H10 0.67456 -2.63622 -1.50014  0.191
H11 1.49705 -3.04384 0.01922  0.212
H12 -0.26762 -3.00567 -0.03744  0.210
H13 2.03075 1.05646 0.69939  0.185
H14 1.68202 2.78561 0.83186  0.237
H15 2.01203 1.83927 2.28278  0.242

Output
* relative energy (zero: lowest compared OMol25 entry of this formula, charge and spin): 318.0 kJ/mol
* Kohn-Sham gap: 8.0 eV
* total charge: 0

Per-record lowest unoccupied orbital energy, eV: 0.562; -2.000; 1.428; 0.538
Per-record E, hartree: -2049.16387; -1580.94925; -4348.66439; -480.86435
Per-record highest occupied orbital energy, eV: -7.9; -8.5; -2.7; -7.5